Here is C22H30Cl2N5O3SSbSe4V as an isolated structure from OMol25. Energies are from wB97M-V/def2-TZVPD.

Last column: Löwdin spin population.
Geometry (Å):
V1 0.5000 0.0010 -0.1022  1.100
O1 1.8530 -0.2518 -4.8607  0.000
C1 2.2414 1.0294 -4.9442  0.000
C2 2.7613 1.4779 -6.1614  0.000
C3 3.1907 2.7835 -6.3036  0.000
C4 3.1001 3.6753 -5.2384  0.000
C5 2.5915 3.2361 -4.0267  0.000
C6 2.1667 1.9192 -3.8627  0.000
C7 1.6964 1.4462 -2.5304  -0.002
O2 1.5874 0.1745 -2.3222  -0.001
N1 1.4620 2.3381 -1.6007  -0.010
N2 1.0710 1.6881 -0.4366  -0.065
C8 2.0064 1.3860 0.4898  -0.006
C9 1.6925 0.6585 1.6487  -0.006
C10 2.6679 0.4424 2.6870  0.020
C11 2.2594 -0.1210 3.8491  -0.003
C12 0.8753 -0.4651 4.0243  0.018
C13 0.0175 -0.3324 2.9704  0.000
N3 0.4106 0.1449 1.7742  -0.001
H1 1.4808 -0.3834 -3.9546  0.000
H2 2.8128 0.7731 -6.9824  0.000
H3 3.6134 3.1077 -7.2482  0.000
H4 3.4210 4.7037 -5.3529  0.000
H5 2.5149 3.9024 -3.1786  0.000
H6 3.0373 1.6764 0.3101  -0.001
H7 3.6944 0.7426 2.5130  0.002
H8 2.9682 -0.2825 4.6529  -0.001
H9 0.5083 -0.8513 4.9651  0.002
H10 -1.0245 -0.6195 3.0360  0.000
Se1 -3.7083 0.5569 -3.6113  -0.027
Sb1 -3.3462 -1.2174 -1.9447  0.004
Se2 -1.6378 0.1992 -0.4181  -0.009
Se3 -0.6556 -1.2247 -1.5434  -0.012
Se4 -5.4291 -2.3231 -2.7979  -0.007
Cl1 -4.1974 3.8905 1.6979  0.000
C14 -3.0721 2.7913 0.8804  0.001
Cl2 -1.4324 2.9431 1.5447  -0.001
H11 -3.0302 3.0302 -0.1758  0.000
H12 -3.4058 1.7709 1.0192  0.001
C15 2.2132 -2.9729 0.9913  0.000
C16 3.4312 -3.9259 0.8271  0.000
N4 4.1788 -3.6134 -0.3934  0.000
C17 4.5893 -2.2157 -0.3389  0.000
C18 3.3498 -1.2920 -0.2623  0.000
N5 2.0982 -2.0860 -0.1800  -0.001
C19 2.0196 -2.9093 -1.3973  0.000
C20 3.2915 -3.7894 -1.5472  0.000
H13 2.3147 -2.3508 1.8823  0.000
H14 1.2841 -3.5243 1.0888  0.000
H15 3.1002 -4.9657 0.7632  0.000
H16 4.1143 -3.8343 1.6759  0.000
H17 5.1887 -1.9929 -1.2250  0.000
H18 5.2192 -2.0836 0.5457  0.000
H19 3.3033 -0.6424 -1.1331  0.000
H20 3.4248 -0.6707 0.6181  0.000
H21 1.8966 -2.2565 -2.2595  0.000
H22 1.1247 -3.5296 -1.3235  0.000
H23 3.8535 -3.5227 -2.4447  0.000
H24 3.0263 -4.8472 -1.6157  0.000
C21 -2.3917 -4.0051 2.7799  0.000
S1 -2.1538 -2.8563 1.3904  0.001
C22 -2.7495 -4.0366 0.1420  0.000
O3 -0.6746 -2.7096 1.2595  0.001
H25 -3.4583 -4.2311 2.8329  0.000
H26 -2.0550 -3.5246 3.6975  0.000
H27 -1.8064 -4.9092 2.6127  0.000
H28 -3.7748 -3.7330 -0.0842  0.000
H29 -2.6614 -5.0713 0.4661  0.000
H30 -2.2018 -3.8340 -0.7753  0.000

Output
2S+1 = 2
total charge = -2
ΔE to the lowest compared entry with this formula, charge and spin = 142.7 kcal per mole
E_HOMO (alpha / beta) = -0.42 / -0.43 eV
frontier orbital gap (alpha / beta) = 4.1664 / 4.1743 eV
DFT total energy = -366381.8691 eV